The following is a DFT calculation (wB97M-V/def2-TZVPD) of a 2-piece molecular cluster, C20H37I2N2O overall.

Computed properties:
* charge: +1
* M: 575.34 Da
* strongest force on any atom: 0.5 eV/A
* orbital gap: 7.733 eV
* highest occupied orbital energy: -9.9 eV
* E_tot: -42559.9455 eV

The geometry in XYZ format:
```
62
C20H37I2N2O (wB97M-V/def2-TZVPD)
C -6.958 -3.199 1.755
C -7.168 -2.687 0.694
C -7.422 -2.062 -0.601
N -6.836 -0.735 -0.663
C -7.454 0.228 0.221
C -6.704 1.566 0.255
O -5.421 1.457 -0.332
C -4.371 1.894 0.493
C -3.089 1.415 -0.099
I -1.968 2.920 -1.040
C -2.667 0.156 -0.105
C -1.437 -0.397 -0.745
I -3.855 -1.305 0.806
H -6.791 -3.712 2.669
H -8.503 -2.078 -0.790
H -6.952 -2.685 -1.358
H -6.819 -0.401 -1.617
H -7.476 -0.211 1.215
H -8.495 0.445 -0.051
H -7.265 2.328 -0.285
H -6.611 1.894 1.290
H -4.370 2.981 0.579
H -4.472 1.468 1.495
H -1.093 -1.279 -0.214
H -0.652 0.353 -0.779
H -1.667 -0.704 -1.764
C 1.615 2.271 0.938
C 2.682 2.511 -0.125
C 2.714 1.420 -1.199
C 3.068 0.000 -0.779
N 4.457 -0.248 -0.201
C 4.927 -1.616 -0.623
C 5.377 -1.441 -2.063
C 5.975 -0.019 -2.105
C 5.501 0.659 -0.811
C 4.453 -0.122 1.309
C 3.922 -1.307 2.111
C 2.442 -1.682 2.015
H 1.789 1.357 1.509
H 1.577 3.095 1.648
H 0.638 2.181 0.464
H 3.662 2.651 0.342
H 2.465 3.452 -0.633
H 3.337 1.727 -2.043
H 1.704 1.334 -1.613
H 2.985 -0.645 -1.650
H 2.366 -0.367 -0.038
H 5.759 -1.874 0.032
H 4.119 -2.329 -0.485
H 4.533 -1.529 -2.744
H 6.091 -2.211 -2.344
H 5.654 0.525 -2.990
H 7.061 -0.044 -2.121
H 5.085 1.647 -0.956
H 6.304 0.734 -0.084
H 3.910 0.792 1.540
H 5.494 0.028 1.590
H 4.142 -1.035 3.145
H 4.533 -2.189 1.913
H 1.791 -0.814 2.125
H 2.194 -2.373 2.819
H 2.191 -2.187 1.082
```